No. 1
A molecular structure, C35H33BrGeN5ORhS. Source: OMol25; level of theory: ωB97M-V/def2-TZVPD.

Last column: Mulliken spin population.
Positions of all 78 atoms, in Å:
1 Rh 0.1939 0.1403 -2.2337  0.84
2 C 0.4221 -2.6627 -5.5074  0.00
3 C 0.4219 -1.4301 -4.6704  0.03
4 N 0.4911 -1.4628 -3.3821  -0.02
5 N 0.9692 -2.5977 -2.7602  0.01
6 C 1.2821 -2.3170 -1.5215  0.00
7 O 1.0666 -1.1645 -0.9596  -0.02
8 C 1.9506 -3.3715 -0.7198  0.00
9 C 2.3075 -3.1015 0.5958  0.00
10 C 2.9704 -4.0554 1.3516  0.00
11 C 3.2887 -5.2833 0.7896  0.00
12 C 2.9288 -5.5594 -0.5237  0.00
13 C 2.2581 -4.6111 -1.2770  0.00
14 C 0.4639 -0.0701 -5.2424  0.01
15 C 0.2881 0.2044 -6.5912  0.01
16 C 0.4486 1.5077 -7.0338  0.00
17 C 0.7698 2.4967 -6.1189  0.01
18 C 0.9056 2.1457 -4.7857  0.00
19 N 0.7787 0.8943 -4.3573  0.06
20 H 1.0365 -3.4298 -5.0424  0.00
21 H 0.7823 -2.4808 -6.5163  0.00
22 H -0.6011 -3.0419 -5.5656  0.00
23 H 2.0559 -2.1391 1.0151  0.00
24 H 3.2388 -3.8428 2.3787  0.00
25 H 3.8212 -6.0242 1.3713  0.00
26 H 3.1733 -6.5180 -0.9617  0.00
27 H 1.9688 -4.8206 -2.2969  0.00
28 H 0.0203 -0.5840 -7.2788  0.00
29 H 0.3164 1.7469 -8.0803  0.00
30 H 0.9101 3.5235 -6.4246  0.00
31 H 1.1277 2.8867 -4.0284  0.00
32 C 2.8152 0.6287 1.3427  0.00
33 Ge 0.9681 1.0188 1.7385  0.00
34 C -0.1896 -0.4740 2.1269  -0.01
35 C -1.4728 -0.5885 1.6013  0.00
36 C -2.2692 -1.6725 1.9403  -0.01
37 C -1.7909 -2.6561 2.7946  0.00
38 C -0.5137 -2.5491 3.3248  0.00
39 C 0.2790 -1.4598 2.9948  0.00
40 C 0.7907 2.6544 2.7802  0.00
41 C 1.4095 3.7528 2.2331  0.00
42 C 1.4097 5.0069 2.8772  0.00
43 C 0.7762 5.1483 4.0747  0.00
44 C 0.1279 4.0481 4.6860  0.00
45 C -0.5170 4.1982 5.9394  0.00
46 C -1.1165 3.1381 6.5505  0.00
47 C -1.0976 1.8713 5.9293  0.00
48 C -0.4942 1.7001 4.7168  0.00
49 C 0.1388 2.7807 4.0489  0.00
50 H 3.3003 0.1735 2.2075  0.00
51 H 3.3156 1.5711 1.1252  0.00
52 H 2.8863 -0.0412 0.4880  0.00
53 H -1.8554 0.1734 0.9312  0.02
54 H -3.2739 -1.7548 1.5436  0.00
55 H -2.4129 -3.5046 3.0471  0.00
56 H -0.1333 -3.3122 3.9908  0.00
57 H 1.2708 -1.3835 3.4302  0.00
58 H 1.9130 3.6757 1.2754  0.00
59 H 1.9213 5.8438 2.4210  0.00
60 H 0.7661 6.1045 4.5838  0.00
61 H -0.5198 5.1766 6.4044  0.00
62 H -1.6040 3.2619 7.5082  0.00
63 H -1.5656 1.0274 6.4194  0.00
64 H -0.5023 0.7209 4.2623  0.00
65 Br 0.1678 1.9094 -0.3901  0.00
66 C -3.3602 -1.1479 -1.4524  0.00
67 N -3.4709 0.2757 -1.1628  0.01
68 C -4.2118 0.8432 -0.1425  0.00
69 C -4.0330 2.1796 -0.2143  0.00
70 N -3.1874 2.3983 -1.2790  0.01
71 C -2.8367 1.2361 -1.8551  0.01
72 S -1.8290 1.0309 -3.2309  0.05
73 H -3.7965 -1.6992 -0.6243  0.00
74 H -2.3101 -1.4122 -1.5645  0.00
75 H -3.8901 -1.3820 -2.3734  0.00
76 H -4.8014 0.2503 0.5333  0.00
77 H -4.4284 2.9763 0.3882  0.00
78 H -2.8281 3.2848 -1.5926  0.00

Cartesian forces, eV/Å:
0.48 -0.70 -0.04
0.20 -0.03 0.00
0.09 0.06 0.07
0.11 0.27 -0.19
-0.43 0.05 0.14
-0.20 -0.19 -0.05
0.40 0.03 0.18
-0.03 0.08 -0.03
0.00 0.01 0.04
-0.02 -0.01 0.00
0.00 0.01 0.00
-0.02 -0.01 0.00
-0.02 -0.03 0.01
-0.15 -0.10 0.07
-0.03 0.01 0.03
-0.01 0.01 0.02
0.00 -0.01 -0.03
0.09 -0.04 0.00
-0.13 0.30 0.08
-0.04 0.00 0.03
0.00 0.05 0.00
0.01 -0.03 -0.03
0.00 0.00 0.02
0.02 0.01 -0.01
-0.02 -0.01 0.01
0.00 0.00 0.00
0.03 0.01 -0.01
0.00 0.00 -0.01
0.01 0.00 0.00
-0.01 0.00 0.00
0.01 0.00 -0.01
0.05 -0.08 0.02
-0.07 0.30 -0.14
0.02 -0.15 -0.01
0.01 0.02 0.02
0.00 0.00 0.01
0.00 -0.01 0.01
-0.01 0.01 -0.01
0.03 -0.01 -0.02
0.03 0.03 0.10
0.03 0.00 0.01
0.02 -0.02 -0.01
-0.02 0.00 0.01
0.01 0.03 0.02
0.00 0.00 -0.02
-0.01 -0.02 0.00
-0.01 0.02 0.01
0.00 0.01 -0.01
-0.04 -0.04 -0.05
0.00 0.00 0.01
0.04 -0.02 -0.01
-0.01 0.02 0.00
0.05 -0.02 0.04
0.02 -0.01 0.03
0.00 0.00 0.01
-0.01 0.00 0.00
0.00 -0.01 -0.03
0.01 -0.01 0.00
-0.02 0.00 -0.02
0.00 0.00 0.00
0.01 0.00 0.00
0.01 0.00 0.00
-0.01 0.00 0.00
0.00 -0.01 -0.01
-0.12 0.16 -0.12
-0.06 0.03 -0.03
0.03 -0.08 0.06
-0.02 0.06 -0.03
-0.03 -0.05 0.02
-0.01 0.03 -0.02
0.00 -0.14 -0.19
-0.31 0.22 0.09
0.02 0.00 -0.06
0.01 -0.02 0.04
0.01 0.01 -0.02
0.01 0.00 0.01
0.00 0.00 0.00
0.00 0.00 -0.01

Output
2S+1: 2
Energy relative to the best compared isomer or geometry (same formula, charge and spin): 0.0 kJ/mol
Expectation value of S²: 0.7564
Orbital gap (spin up / spin down): 7.50 / 7.23 eV
Charge: +1
Molecular weight: 827.2 g mol⁻¹


No. 2
A gas-phase ion, C5H9N2 (charge +1). Source: OMol25; level of theory: ωB97M-V/def2-TZVPD.

Last column: natural (NBO) charge in e.
Positions of all 16 atoms, in Å:
1 C -0.8599 -0.6834 1.3932  0.10
2 C 1.5040 -0.7833 -0.9545  0.18
3 C 0.1316 1.1467 0.2455  -0.25
4 C 1.4595 0.6733 -0.4598  -0.20
5 C -1.4930 -0.4889 -0.9885  -0.42
6 N -0.7514 -0.0718 0.2791  -0.23
7 N 2.1458 -0.3977 0.0763  -0.58
8 H 0.1988 1.5050 1.2971  0.23
9 H -0.4291 1.9352 -0.2920  0.25
10 H -1.7667 -1.4337 1.3948  0.24
11 H 2.0211 1.4636 -1.1470  0.23
12 H -2.3700 0.1390 -1.1320  0.25
13 H -0.7469 -0.3302 -1.7681  0.26
14 H -1.6407 -1.5503 -0.9951  0.25
15 H -0.3420 -0.4094 2.2989  0.23
16 H 2.9389 -0.7141 0.7522  0.45

Cartesian forces, eV/Å:
-3.52 -1.62 -1.18
0.00 -0.80 -0.34
0.39 -0.52 -0.46
-0.48 3.77 -1.47
1.60 0.90 0.46
-0.30 0.65 0.59
2.82 -1.48 2.20
0.38 -0.34 -0.72
0.52 -0.51 -0.08
2.37 0.97 0.39
-1.29 -1.61 1.80
0.00 -0.17 0.16
-0.28 0.24 -0.12
-0.50 -0.42 0.41
0.20 0.12 -0.06
-1.91 0.83 -1.59

Output
Energy relative to the best compared isomer or geometry (same formula, charge and spin): 576.6 kJ/mol
Orbital gap: 8.77 eV
Charge: +1
Molecular weight: 97.1 g mol⁻¹